13
Properties=species:S:1:pos:R:3:lowdin_charge:R:1 method="wB97M-V/def2-TZVPD" relative_energy_kcal_mol=89.03 e_tot_ev=-6784.65180 molar_mass_da=81.12
H -1.291 -1.498 -2.065 -0.026
H -0.122 2.349 0.643 0.113
H -2.390 1.198 -0.182 0.085
H -0.884 -1.514 -2.733 0.031
H 2.395 1.222 0.791 0.067
C -0.339 1.297 0.497 -0.030
C -1.319 -0.788 -0.017 -0.087
C -1.469 0.698 0.082 -0.098
C 1.938 0.257 0.722 0.114
N -0.075 -0.956 0.432 -0.006
H 0.401 -1.847 0.416 0.138
H 2.529 -0.645 0.752 0.073
C 0.627 0.229 0.661 -0.374

---

56
Properties=species:S:1:pos:R:3:lowdin_charge:R:1 method="wB97M-V/def2-TZVPD" relative_energy_kcal_mol=134.43 total_charge=-2 e_tot_ev=-37491.40515 molar_mass_da=340.32
O -1.203 -1.013 -1.405 -0.099
H 0.185 -0.739 1.016 0.090
H -3.753 0.120 -0.935 -0.034
H -1.953 0.997 -3.884 0.041
O 3.796 -1.414 1.363 -0.115
O -4.015 -0.661 -1.390 -0.072
H -1.364 -0.241 -0.866 0.022
H -1.289 4.060 0.425 0.038
H -2.012 2.021 -0.616 0.017
H 4.072 -1.591 0.458 -0.007
H -2.329 -0.850 1.298 0.088
H -0.389 -2.944 -1.160 0.125
H 1.747 1.869 -1.293 -0.015
C -0.195 -1.710 0.722 -0.113
O -0.778 3.906 -0.372 -0.038
H -1.140 -3.194 3.140 0.120
H 2.718 1.108 1.976 0.054
O -0.659 2.548 2.471 -0.121
H -0.301 3.024 -3.533 0.001
H 0.445 -2.385 1.257 0.093
H -3.207 2.039 2.903 -0.090
H -2.730 1.399 0.526 0.018
O -2.899 1.731 2.086 -0.358
O 3.028 0.489 -2.911 -0.153
H 2.803 -1.653 1.392 0.055
H 0.686 -1.894 -1.226 0.042
H -1.559 2.241 2.117 -0.073
H 0.691 -1.785 3.760 -0.023
H -0.882 2.487 3.369 -0.020
H -2.340 -2.421 0.670 0.108
O 0.214 3.749 -3.248 -0.014
C -1.727 -2.300 2.820 -0.298
H 1.465 -0.442 3.768 0.020
H 3.985 0.313 -2.704 0.039
H 1.112 -1.430 -2.986 -0.040
H 2.453 1.005 -0.363 0.028
O 2.174 1.920 -0.462 -0.044
H 0.488 3.345 -2.451 -0.017
H -3.330 -1.316 -1.402 -0.008
H -1.462 -0.483 -3.837 0.047
H 3.559 -3.499 -1.775 -0.132
H 2.613 -2.506 -2.532 -0.016
H 1.375 1.694 2.207 -0.018
O -2.407 1.182 -0.416 -0.099
H -1.798 -0.582 3.758 0.162
O 3.002 -2.921 -1.371 -0.290
H 2.662 -0.473 -3.045 0.009
H -0.009 3.377 -0.274 0.000
C -1.711 -1.764 1.329 -0.126
C -0.263 -1.914 -0.801 -0.240
O 1.806 0.867 2.240 -0.059
H -2.788 -2.576 2.870 0.096
O -1.282 0.391 -4.283 -0.102
O -1.131 -1.394 3.704 -0.131
O 1.876 -1.929 -3.210 -0.252
O 1.565 -1.414 3.904 -0.096

---

Copy entry 2 word for word.
56
Properties=species:S:1:pos:R:3:lowdin_charge:R:1 method="wB97M-V/def2-TZVPD" relative_energy_kcal_mol=134.43 total_charge=-2 e_tot_ev=-37491.40515 molar_mass_da=340.32
O -1.203 -1.013 -1.405 -0.099
H 0.185 -0.739 1.016 0.090
H -3.753 0.120 -0.935 -0.034
H -1.953 0.997 -3.884 0.041
O 3.796 -1.414 1.363 -0.115
O -4.015 -0.661 -1.390 -0.072
H -1.364 -0.241 -0.866 0.022
H -1.289 4.060 0.425 0.038
H -2.012 2.021 -0.616 0.017
H 4.072 -1.591 0.458 -0.007
H -2.329 -0.850 1.298 0.088
H -0.389 -2.944 -1.160 0.125
H 1.747 1.869 -1.293 -0.015
C -0.195 -1.710 0.722 -0.113
O -0.778 3.906 -0.372 -0.038
H -1.140 -3.194 3.140 0.120
H 2.718 1.108 1.976 0.054
O -0.659 2.548 2.471 -0.121
H -0.301 3.024 -3.533 0.001
H 0.445 -2.385 1.257 0.093
H -3.207 2.039 2.903 -0.090
H -2.730 1.399 0.526 0.018
O -2.899 1.731 2.086 -0.358
O 3.028 0.489 -2.911 -0.153
H 2.803 -1.653 1.392 0.055
H 0.686 -1.894 -1.226 0.042
H -1.559 2.241 2.117 -0.073
H 0.691 -1.785 3.760 -0.023
H -0.882 2.487 3.369 -0.020
H -2.340 -2.421 0.670 0.108
O 0.214 3.749 -3.248 -0.014
C -1.727 -2.300 2.820 -0.298
H 1.465 -0.442 3.768 0.020
H 3.985 0.313 -2.704 0.039
H 1.112 -1.430 -2.986 -0.040
H 2.453 1.005 -0.363 0.028
O 2.174 1.920 -0.462 -0.044
H 0.488 3.345 -2.451 -0.017
H -3.330 -1.316 -1.402 -0.008
H -1.462 -0.483 -3.837 0.047
H 3.559 -3.499 -1.775 -0.132
H 2.613 -2.506 -2.532 -0.016
H 1.375 1.694 2.207 -0.018
O -2.407 1.182 -0.416 -0.099
H -1.798 -0.582 3.758 0.162
O 3.002 -2.921 -1.371 -0.290
H 2.662 -0.473 -3.045 0.009
H -0.009 3.377 -0.274 0.000
C -1.711 -1.764 1.329 -0.126
C -0.263 -1.914 -0.801 -0.240
O 1.806 0.867 2.240 -0.059
H -2.788 -2.576 2.870 0.096
O -1.282 0.391 -4.283 -0.102
O -1.131 -1.394 3.704 -0.131
O 1.876 -1.929 -3.210 -0.252
O 1.565 -1.414 3.904 -0.096